Entry 1:
# C47H114N8O11

9 unconnected molecules or ions with the total composition C47H114N8O11 (ωB97M-V/def2-TZVPD, the Open Molecules 2025 dataset).

The geometry in XYZ format:
```
180
Properties=species:S:1:pos:R:3:forces:R:3
C 0.93858 0.88395 0.41842 -1.79 -3.16 1.65
C 1.95153 0.84252 -0.52234 1.81 4.15 0.86
C 2.49681 -0.48806 -0.98746 3.61 -0.56 -1.91
O 3.58289 -0.65627 -1.66075 -0.77 2.21 0.11
C 1.98644 -1.66661 -0.57491 -3.87 -0.97 3.62
C 0.94042 -1.73384 0.47924 0.98 -1.18 -1.75
C 0.42604 -0.32390 1.07571 0.71 0.29 -1.51
O -0.34541 -0.30418 2.04162 -0.10 -0.23 0.33
O 0.49750 -2.85929 0.84445 0.07 1.68 0.46
O 2.55361 1.98556 -0.71985 -0.53 -2.57 -0.86
H 0.67086 1.75049 1.00478 0.20 0.54 -0.44
H 2.55803 -2.55456 -0.80126 -0.27 -0.19 -0.11
C -9.55785 -6.18247 1.53750 0.32 -0.42 -0.65
C -10.03095 -4.85675 2.12441 0.59 -0.86 -1.72
C -8.97244 -3.89002 2.55736 0.99 1.98 0.47
O -8.18417 -3.21263 1.56395 -0.11 -1.29 -0.25
C -7.01578 -3.89675 1.08802 -0.04 0.57 -0.94
N -10.84799 -4.13583 1.03547 0.15 0.95 1.24
H -10.33718 -3.41855 0.54083 1.49 -0.17 -0.52
H -11.29221 -4.70700 0.33082 -0.64 -0.38 0.16
H -11.44349 -3.48558 1.52806 -1.49 -0.33 0.14
H -10.34405 -6.93714 1.55873 0.16 -0.13 0.64
H -8.61727 -6.50505 1.98399 -0.42 -0.27 0.55
H -9.29336 -6.20603 0.48034 -0.02 0.83 -0.28
H -10.66521 -5.09572 2.97806 -0.28 0.41 -0.15
H -8.35811 -4.31520 3.35103 0.10 -0.30 -0.10
H -9.41851 -2.99411 2.98918 -0.58 -0.27 0.51
H -6.65619 -3.33041 0.22893 -0.18 0.24 -0.02
H -7.24470 -4.87560 0.66666 0.09 -0.24 0.52
H -6.17215 -3.86377 1.77745 -0.34 -0.42 0.45
C 7.49650 2.12465 2.32144 1.31 -0.85 0.18
C 8.37531 3.24452 1.78933 0.29 0.06 -0.11
C 9.82090 3.29686 2.37697 -0.70 1.11 -0.93
O 10.63246 4.16451 1.54299 -0.04 -1.38 1.08
C 12.04633 3.88371 1.79354 -0.16 -0.34 -1.17
N 8.42970 2.97861 0.28543 -0.21 0.12 0.03
H 7.48557 2.82495 -0.03879 -0.73 0.40 -0.23
H 8.85981 3.70341 -0.27114 0.36 0.54 -0.04
H 8.85678 2.10369 0.01666 0.79 -0.42 0.37
H 7.78033 1.96876 3.36223 -1.11 0.47 0.41
H 7.84220 1.15936 1.95157 0.36 -0.12 -0.55
H 6.45444 2.13475 2.00190 -0.11 0.53 0.74
H 7.88065 4.20967 1.89841 0.09 0.03 -0.16
H 10.10708 2.24862 2.46304 0.87 -0.08 -0.31
H 9.84662 3.73029 3.37675 -0.51 -0.19 0.18
H 12.62433 4.38833 1.01934 -0.26 0.02 -0.04
H 12.13938 2.80794 1.64472 0.46 -0.04 0.15
H 12.49832 4.17548 2.74152 -0.78 0.15 0.33
C 9.66111 -6.82717 0.68149 -0.35 1.58 -1.59
C 8.60053 -5.84098 1.27336 0.73 0.16 2.16
C 9.14163 -5.02541 2.51940 0.88 -1.22 -0.24
O 8.15022 -4.47936 3.32774 -1.83 -0.38 -2.15
C 8.57341 -3.59515 4.27200 1.16 1.20 2.80
N 7.93968 -4.78850 0.32847 1.35 -1.78 -0.48
H 8.59061 -4.43447 -0.35785 0.86 0.22 -0.10
H 7.28491 -5.27193 -0.26959 -1.01 0.12 0.12
H 7.58194 -3.97520 0.80874 -0.70 -0.02 0.52
H 10.52011 -6.28704 0.28339 0.48 0.03 0.71
H 9.32421 -7.27432 -0.25374 -0.66 -0.24 0.10
H 9.92916 -7.66018 1.33137 -0.09 0.50 0.31
H 7.82601 -6.51820 1.63334 -0.56 0.62 -0.06
H 9.88413 -4.27679 2.24306 -0.04 0.38 -0.55
H 9.73444 -5.71005 3.12598 0.06 -0.50 -0.08
H 7.79432 -3.03006 4.78366 -0.69 -0.26 -0.71
H 9.30931 -2.83956 3.99694 0.14 -0.04 -0.85
H 9.03562 -4.09813 5.12139 0.32 -0.45 0.03
C 2.41626 -5.01296 5.99183 0.25 0.02 -0.42
C 1.01846 -5.49921 6.50289 1.78 -0.02 0.19
C 0.95803 -5.96749 8.00425 -0.19 -0.28 -0.37
O -0.18660 -6.76559 8.20459 -1.42 1.47 0.42
C -1.33064 -6.12262 8.88136 0.28 -1.82 0.07
N 0.00374 -4.39160 6.21467 -0.20 -0.14 -0.37
H -0.96279 -4.66290 6.32568 -0.41 -0.55 0.59
H 0.12821 -3.52504 6.71833 0.39 0.18 0.71
H 0.02002 -4.09333 5.24986 0.53 -0.07 -0.86
H 2.53330 -4.74841 4.94091 -1.33 0.34 -0.41
H 3.17657 -5.78987 5.91154 -0.23 -0.47 1.17
H 2.85132 -4.14224 6.48242 -0.20 -0.21 0.61
H 0.71666 -6.35340 5.89679 -0.23 0.14 0.04
H 1.07832 -5.15276 8.71828 -0.39 0.42 -0.04
H 1.77033 -6.63812 8.28449 0.47 0.13 -0.79
H -1.29607 -6.29205 9.95756 0.74 0.63 0.17
H -2.19415 -6.75359 8.67085 -0.05 0.24 -0.74
H -1.52389 -5.08073 8.62593 0.26 0.03 -0.07
C -3.75343 5.48670 6.16119 1.09 -0.92 -0.90
C -3.82223 4.19157 5.35031 -1.27 1.11 -0.23
C -4.43977 4.57637 4.02036 -0.24 -1.14 -1.42
O -4.28755 3.46870 3.11262 0.14 0.55 0.18
C -5.47887 2.75816 2.85758 -0.77 -0.56 -1.17
N -2.47941 3.54587 5.11946 -0.47 0.34 -0.29
H -1.87753 4.20937 4.65294 0.68 0.23 0.02
H -2.07016 3.16327 5.95984 0.34 0.38 0.57
H -2.55557 2.75049 4.50167 -0.42 -0.38 -0.80
H -3.29202 6.30863 5.61383 0.58 -0.26 -0.26
H -3.08422 5.18810 6.96810 -0.92 1.07 1.10
H -4.77171 5.87189 6.21425 0.01 -0.41 1.40
H -4.38616 3.42917 5.88771 -0.20 0.09 -0.11
H -4.01564 5.50199 3.63121 1.06 -0.31 -0.33
H -5.47069 4.92972 3.99913 -0.40 -0.62 1.00
H -5.98737 2.35973 3.73553 0.09 0.23 0.22
H -5.32263 1.93192 2.16403 0.97 -0.35 0.46
H -6.17791 3.28683 2.20955 -0.24 0.93 0.56
C 0.19743 -6.02723 -4.55784 0.07 -0.63 -0.09
N -0.01505 -7.54431 -4.40300 -1.86 0.70 0.58
C 1.22569 -8.31968 -4.69532 -0.47 -0.73 0.53
C -0.28804 -7.72283 -2.90042 1.32 0.26 -0.49
C -1.27019 -8.07162 -5.19766 0.20 1.21 -0.55
C -2.55553 -7.23324 -5.04894 0.19 -0.31 0.07
O -3.26651 -7.58590 -3.88749 0.21 0.60 0.30
H -0.49167 -5.46601 -3.92672 -0.03 -0.36 0.05
H 0.04412 -5.69005 -5.58298 0.30 -0.34 -0.05
H 1.20953 -5.84443 -4.19680 -0.07 0.15 -0.25
H 1.00472 -9.37465 -4.53313 -0.32 -0.08 -0.41
H 1.87762 -8.12553 -3.84362 0.58 0.52 -0.63
H 1.61641 -8.18933 -5.70450 0.04 0.39 0.30
H 0.02750 -8.71426 -2.57546 -1.03 -0.38 -0.33
H -1.29307 -7.36548 -2.67612 0.23 -0.41 0.14
H 0.50272 -7.14041 -2.42755 -0.40 0.57 0.17
H -1.33903 -9.13197 -4.95470 -0.28 0.18 -0.02
H -1.08810 -7.91135 -6.26032 0.80 -0.48 -0.03
H -3.26269 -7.28263 -5.87694 0.47 -1.13 -0.65
H -2.32110 -6.17552 -5.16887 0.48 0.39 0.82
H -4.07287 -7.06911 -3.95290 -0.38 -0.18 0.47
C 3.58056 8.68413 -2.44609 0.54 1.01 0.45
N 2.94217 9.88441 -1.76070 -1.94 0.31 -1.02
C 3.98968 10.82525 -1.11448 -1.56 -2.11 0.09
C 2.13782 10.70906 -2.82685 -0.03 -1.48 -0.28
C 2.03198 9.26328 -0.63277 -0.12 2.03 -0.58
C 0.60157 8.76897 -1.00304 1.69 -1.15 0.16
O 0.56082 8.10401 -2.23547 -0.29 0.29 -1.02
H 2.80416 8.02843 -2.84022 0.42 -0.04 0.53
H 4.25074 8.35422 -1.65229 -0.28 -1.04 -0.26
H 4.22701 8.91101 -3.29387 -0.18 0.73 0.02
H 4.89678 10.53060 -1.64216 0.17 1.34 0.07
H 4.03636 10.49281 -0.07747 0.43 0.08 -0.02
H 3.48728 11.79256 -1.11012 1.04 0.24 -0.43
H 1.38199 10.06051 -3.26978 0.01 -0.27 0.37
H 2.80181 10.90079 -3.66974 0.30 0.46 0.44
H 1.60010 11.59200 -2.48136 0.64 -0.02 0.54
H 1.84959 10.10901 0.03022 0.24 -0.08 0.29
H 2.69140 8.55510 -0.13102 -0.31 -0.18 -0.12
H -0.14342 9.56349 -0.96028 0.13 -0.17 -0.18
H 0.42592 7.97102 -0.28156 -0.52 0.56 0.77
H 1.27481 7.46238 -2.24726 -0.36 -0.40 0.07
C -5.67946 6.65175 -2.88772 0.05 -1.46 -0.33
C -4.96575 5.21194 -2.82572 -0.63 1.04 0.58
C -4.77765 4.51385 -4.16259 -0.19 -1.12 -0.51
C -4.60805 2.96943 -3.92785 -0.10 -0.68 -1.06
N -4.50076 2.06974 -5.26116 -0.09 1.32 -0.48
C -4.55409 0.53893 -5.01952 0.95 0.35 -0.31
C -5.86261 -0.00430 -5.58703 -0.26 0.93 -0.28
C -6.15249 0.96074 -6.78395 1.12 -0.38 1.12
C -5.71710 2.29430 -6.21877 -0.29 -0.23 1.70
C -3.21984 2.58332 -6.04938 -0.54 -1.06 1.50
C -1.93021 2.59056 -5.19974 -1.82 0.11 -0.46
C -0.70649 2.35957 -6.03933 1.11 1.51 0.42
H -5.99687 7.04511 -1.92199 1.13 0.18 0.30
H -6.69389 6.54951 -3.27319 0.04 -0.56 -0.71
H -5.18756 7.36057 -3.55385 0.20 0.11 0.47
H -5.62821 4.62436 -2.19011 -0.24 -0.30 -0.17
H -4.01744 5.12311 -2.29570 0.15 0.84 0.15
H -3.93136 4.84342 -4.76531 0.28 0.40 0.50
H -5.62682 4.79071 -4.78739 -0.33 -0.63 -0.08
H -5.37072 2.55867 -3.26624 -0.64 -0.04 -0.59
H -3.71272 2.67851 -3.37844 0.33 0.58 -0.21
H -3.75076 0.10697 -5.61632 0.26 0.20 0.11
H -4.33321 0.32935 -3.97290 -0.21 0.07 -0.05
H -5.78530 -1.02735 -5.95512 0.17 0.03 0.31
H -6.63049 0.04829 -4.81522 -0.25 -0.03 -0.20
H -5.47871 0.69349 -7.59802 -0.55 -0.20 -0.39
H -7.21605 1.00500 -7.01843 0.28 -0.16 -0.47
H -5.52508 3.08038 -6.94904 -0.07 0.03 0.40
H -6.48105 2.49272 -5.46703 -0.28 0.96 -0.45
H -3.45385 3.61945 -6.29384 -0.16 -0.47 -0.73
H -3.14719 1.85863 -6.86035 -0.04 0.53 -0.37
H -2.07704 1.88513 -4.38188 0.48 -0.22 -0.02
H -1.91724 3.59512 -4.77691 0.41 -0.13 0.41
H -0.76128 1.64154 -6.85758 0.17 -0.37 0.59
H 0.12281 2.33340 -5.33245 0.26 -1.38 -0.14
H -0.36444 3.29726 -6.47734 -0.67 0.27 -0.67
```
Forces are in eV/Å.

Summary:
**Molar mass**: 967.47 g mol⁻¹
**Calculated total energy**: -3122.2987 Eh
**HOMO**: -12.5 eV
**HOMO-LUMO gap**: 3.87 eV
**Charge**: +6
**Max |F|**: 0.1048 hartree/bohr
**Energy relative to the best compared isomer or geometry (same formula, charge and spin)**: 141.2 kcal/mol
**Multiplicity**: 1

---

Entry 2:
# C20H44O18Tl

A molecular structure, C20H44O18Tl (ωB97M-V/def2-TZVPD, the Open Molecules 2025 dataset).

The geometry in XYZ format:
```
83
Properties=species:S:1:pos:R:3:forces:R:3
Tl -2.77278 3.05257 -1.77797 0.13 0.54 0.56
C -0.31982 -1.00725 -0.46879 -1.44 2.58 -1.10
C -0.71729 0.31587 -0.95257 1.28 -0.21 1.98
C 0.31413 1.12133 -1.73747 -0.79 0.19 -1.97
O -0.02835 2.24011 -2.09049 0.37 0.14 0.34
C 1.48123 0.46883 -2.28184 -1.24 0.75 1.15
C 1.74310 -0.85893 -1.92779 1.76 -1.94 -0.99
C 0.80376 -1.61449 -1.01762 0.97 -2.72 1.34
O 0.98385 -2.78173 -0.62991 0.46 0.99 -1.19
O 2.73886 -1.39475 -2.41018 -0.84 -0.17 0.61
O -1.63915 0.90977 -0.44364 -0.80 0.05 -0.54
H -0.95055 -1.47232 0.27683 0.16 -0.14 0.14
H 2.17307 0.93488 -2.96939 -0.12 0.28 0.00
C 1.28440 -3.68980 4.34146 1.08 -1.33 -0.33
C 0.03650 -3.18021 3.67234 0.36 1.14 -0.43
O -1.13176 -3.87053 4.01255 -0.27 0.20 -0.09
O 1.66745 -4.89316 3.65128 -0.88 -0.20 -0.86
H 1.12648 -4.01874 5.36815 -0.30 0.70 0.25
H 2.10745 -2.97534 4.27608 -0.15 0.29 0.13
H 0.20108 -3.05223 2.59029 0.10 -1.05 -0.22
H -0.08360 -2.10667 3.85968 -0.38 -0.17 1.06
H -1.09266 -4.78082 3.70027 0.24 0.04 -0.05
H 2.56892 -5.20572 3.72902 0.19 0.47 0.45
C 5.86891 0.94895 -3.83678 1.55 0.57 -1.42
C 5.24952 0.77754 -2.49013 0.24 -0.84 0.78
O 6.16707 1.11310 -1.44863 0.07 0.46 -0.15
O 6.94176 0.03354 -4.08825 -0.19 -0.55 1.05
H 6.33213 1.94678 -3.79095 -0.35 0.10 -0.12
H 5.25801 0.90250 -4.74446 -0.82 0.13 0.62
H 4.93267 -0.23224 -2.20754 -0.53 0.02 -0.89
H 4.40877 1.47303 -2.44260 0.01 -0.02 0.25
H 6.95135 0.56595 -1.58082 0.02 0.12 -0.01
H 7.32826 0.21891 -4.94488 0.02 0.10 -0.07
C -4.06519 4.33733 1.91794 -1.58 -0.91 -0.28
C -3.21409 3.11169 2.16037 -0.77 -0.56 1.16
O -2.01697 3.07666 1.43112 0.00 0.59 -0.68
O -4.21484 4.50379 0.49248 0.95 0.59 0.18
H -3.85061 5.16355 2.60193 0.75 0.65 -1.01
H -5.09722 4.09126 2.19243 0.24 -0.42 0.76
H -3.86907 2.25511 1.96447 0.32 -0.19 -0.46
H -3.01250 3.04501 3.23515 0.01 0.19 0.04
H -1.37840 2.49950 1.85112 -0.11 -0.11 0.16
H -5.01833 5.00276 0.32017 0.07 0.08 -0.01
C -3.77989 -1.64671 1.86682 -0.47 0.46 1.05
C -4.16212 -0.68383 2.98625 -0.52 -0.14 -0.80
O -5.55722 -0.48886 3.08425 -0.49 -0.23 0.75
O -3.99814 -1.00099 0.62137 0.69 -0.22 0.01
H -4.40186 -2.54079 1.95489 0.08 -0.08 -0.03
H -2.74321 -1.92241 2.09707 0.18 -0.07 -0.56
H -3.67301 0.27668 2.80748 0.31 -0.03 0.14
H -3.85383 -1.11525 3.93704 0.04 0.12 0.07
H -5.96591 0.01133 2.37622 0.50 0.01 -0.37
H -3.42029 -1.46040 -0.00165 -0.37 -0.02 -0.30
C 5.30550 -2.02502 0.14397 -0.92 -0.45 0.44
C 4.69448 -3.09504 1.06503 0.30 -0.03 -1.08
O 3.45407 -3.54994 0.55797 -0.46 -0.04 -0.10
O 5.49291 -2.61605 -1.12516 0.39 0.37 0.01
H 6.23089 -1.62828 0.57460 0.02 -0.08 -0.02
H 4.56897 -1.20998 0.06537 0.15 0.14 0.09
H 4.68557 -2.71412 2.08811 -0.17 -0.23 0.10
H 5.28149 -4.00823 0.94562 0.53 0.28 0.55
H 2.65742 -3.19150 0.95506 0.28 0.22 0.31
H 5.92873 -1.94900 -1.66738 0.03 -0.31 -0.22
C -0.42084 6.00602 -0.94804 0.52 0.45 1.46
C -1.80269 6.56215 -0.65910 -0.04 0.67 -0.36
O -2.72320 6.10078 -1.66372 -0.06 -0.65 0.43
O -0.46996 4.62994 -0.61839 -1.21 -1.00 -0.81
H 0.31281 6.34076 -0.19921 -0.17 1.12 -0.59
H -0.13838 6.26643 -1.97378 0.19 -0.42 0.06
H -1.90076 7.64907 -0.72023 0.87 0.06 0.27
H -2.08309 6.30145 0.36314 -0.41 -0.47 -0.28
H -2.92313 6.86075 -2.21095 -0.14 -0.07 -0.21
H 0.38697 4.20570 -0.58082 0.26 0.26 -0.23
C -2.79138 -3.79274 -2.05357 -1.13 -0.92 -0.63
C -3.64293 -2.80930 -2.87372 1.61 -0.60 0.83
O -2.95462 -1.57330 -3.09942 -0.09 0.13 0.49
O -2.53308 -3.35048 -0.73329 0.91 0.69 -0.20
H -1.92182 -4.12372 -2.63321 0.38 0.35 0.39
H -3.37958 -4.70886 -1.91477 -0.10 0.09 -0.34
H -4.49886 -2.65925 -2.21991 -0.44 0.53 -0.71
H -3.79770 -3.28486 -3.84186 -0.79 -0.05 0.11
H -2.07952 -1.79618 -3.43463 -0.09 -0.02 -0.19
H -1.57831 -3.24139 -0.67992 0.01 -0.22 0.34
```
Forces are in eV/Å.

Summary:
**Molar mass**: 776.94 g mol⁻¹
**Calculated total energy**: -2314.6996 Eh
**HOMO**: -11.8 eV
**HOMO-LUMO gap**: 3.98 eV
**Charge**: +1
**Max |F|**: 0.0619 hartree/bohr
**Energy relative to the best compared isomer or geometry (same formula, charge and spin)**: 0.0 kcal/mol
**Multiplicity**: 1

---

Entry 3:
# C3Br2ClFO

A molecular structure, C3Br2ClFO (ωB97M-V/def2-TZVPD, the Open Molecules 2025 dataset).

The geometry in XYZ format:
```
8
Properties=species:S:1:pos:R:3:forces:R:3
C 0.82022 0.73045 0.49275 -3.34 -1.10 -2.21
C 1.30799 -0.08649 1.35122 1.86 -1.10 1.76
C -0.81460 -0.30683 -0.80140 3.55 2.01 1.33
O -0.47668 -0.22000 -1.90725 -0.32 -0.04 -0.88
F -1.81601 -0.93474 -0.31079 -0.87 -0.29 0.72
Cl 1.11899 2.18126 -0.18075 0.43 1.04 -0.14
Br 2.89100 0.13665 2.54974 -1.33 0.23 -1.13
Br 0.65133 -1.82688 1.39250 0.02 -0.73 0.55
```
Forces are in eV/Å.

Summary:
**Molar mass**: 266.29 g mol⁻¹
**Calculated total energy**: -5897.4989 Eh
**HOMO (alpha / beta)**: -9.6 / -9.6 eV
**HOMO-LUMO gap (alpha / beta)**: 8.28 / 8.28 eV
**Max |F|**: 0.0834 hartree/bohr
**Energy relative to the best compared isomer or geometry (same formula, charge and spin)**: 76.6 kcal/mol
**Multiplicity**: 1